ORCA calculation (the ωB97M-V functional and the def2-TZVPD basis) on a molecular structure, C53H83CaNOP2Sb2Si2 at a distorted geometry.

Properties
Energy relative to the best compared isomer or geometry (same formula, charge and spin) = 12.2 kcal/mol
LUMO energy = 0.5 eV
Net charge = 0
Max |F| = 0.0270 hartree/bohr
Orbital gap = 7.03 eV
HOMO level = -6.54 eV
Electronic energy = -4619.1885 Eh

```
145
Properties=species:S:1:pos:R:3:forces:R:3
Ca -0.998 -0.672 -0.811 1.115 0.723 0.394
C -0.388 3.410 1.394 0.824 -0.435 0.069
N 0.935 3.583 2.024 -0.211 0.034 -0.293
C 2.206 3.425 1.273 -0.401 0.190 0.086
P 2.405 2.059 0.028 -0.263 -0.157 -0.162
C 2.788 3.058 -1.471 0.040 -0.048 0.002
C 3.649 2.510 -2.425 -0.031 0.051 -0.024
C 4.030 3.241 -3.540 -0.036 -0.061 0.037
C 3.549 4.530 -3.729 -0.097 -0.007 0.011
C 2.647 5.061 -2.819 -0.016 -0.058 -0.059
C 2.261 4.326 -1.705 -0.016 -0.030 -0.037
C 4.114 1.583 0.507 -0.021 0.037 0.000
C 5.191 2.473 0.461 0.018 0.003 -0.013
C 6.440 2.087 0.919 -0.006 -0.005 0.007
C 6.632 0.808 1.434 -0.034 0.014 -0.002
C 5.573 -0.083 1.479 -0.005 -0.019 -0.033
C 4.322 0.307 1.012 0.114 -0.050 -0.093
C 1.049 4.709 2.892 -0.109 -0.046 0.053
C 0.308 5.875 2.715 0.018 0.047 0.025
C 0.454 6.940 3.597 0.012 -0.023 -0.006
C 1.346 6.863 4.655 -0.001 -0.006 -0.015
C 2.098 5.707 4.825 0.007 -0.006 -0.009
C 1.949 4.640 3.955 0.025 0.033 0.061
P -1.037 1.639 1.418 -0.362 0.354 -0.136
C -1.251 1.299 3.209 0.075 -0.143 -0.019
C -2.323 0.501 3.618 -0.024 0.041 -0.027
C -2.488 0.159 4.950 0.012 0.046 0.029
C -1.579 0.604 5.903 -0.014 0.016 -0.021
C -0.497 1.375 5.505 -0.017 -0.019 -0.039
C -0.324 1.709 4.166 0.015 0.062 0.062
C -2.751 2.100 0.912 0.060 0.080 0.008
C -3.083 1.963 -0.435 0.018 -0.034 0.016
C -4.342 2.329 -0.898 -0.012 0.025 0.014
C -5.279 2.847 -0.019 0.014 0.001 0.024
C -4.950 3.013 1.322 0.022 -0.012 -0.027
C -3.694 2.651 1.783 0.002 -0.007 0.010
H -0.448 3.753 0.353 0.035 -0.025 0.002
H -1.125 3.967 1.968 0.064 0.060 0.038
H 2.978 3.240 2.016 0.026 0.029 -0.007
H 2.468 4.360 0.766 0.025 0.074 0.137
H 4.042 1.510 -2.279 0.024 -0.004 -0.002
H 4.708 2.802 -4.263 0.006 0.012 0.021
H 3.861 5.109 -4.589 -0.018 -0.014 0.003
H 2.237 6.051 -2.974 0.004 -0.006 0.003
H 1.545 4.760 -1.018 0.026 0.016 0.008
H 5.051 3.469 0.056 -0.003 -0.028 0.009
H 7.267 2.785 0.877 -0.017 -0.015 0.006
H 7.608 0.513 1.799 -0.007 -0.003 -0.019
H 5.718 -1.082 1.875 -0.011 0.013 -0.009
H 3.488 -0.385 1.039 -0.010 -0.047 -0.068
H -0.379 5.963 1.884 0.012 0.005 0.019
H -0.129 7.840 3.443 -0.004 -0.012 0.005
H 1.457 7.694 5.339 -0.001 -0.010 -0.009
H 2.797 5.630 5.649 -0.009 0.004 -0.009
H 2.529 3.736 4.101 -0.027 0.020 0.020
H -3.048 0.153 2.892 0.008 0.025 0.034
H -3.330 -0.455 5.245 0.002 0.004 -0.011
H -1.713 0.348 6.946 0.009 -0.010 -0.013
H 0.223 1.719 6.237 -0.007 0.001 -0.011
H 0.531 2.301 3.866 -0.088 -0.056 0.027
H -2.358 1.592 -1.155 -0.016 0.034 -0.017
H -4.583 2.204 -1.946 0.012 -0.010 0.021
H -6.262 3.129 -0.375 -0.004 -0.013 0.009
H -5.675 3.428 2.011 0.006 -0.004 -0.005
H -3.455 2.785 2.831 0.002 -0.007 0.000
C 2.459 -0.616 3.801 0.041 0.095 -0.035
Sb 1.182 -1.759 2.511 -0.085 -0.030 -0.114
C 2.498 -3.458 2.454 -0.012 -0.010 -0.028
C -0.008 -2.552 4.101 -0.035 0.033 0.011
H 2.918 -1.289 4.526 -0.014 0.016 0.000
H 1.861 0.130 4.324 0.017 -0.033 0.012
H 3.236 -0.110 3.227 -0.086 -0.050 0.157
H 2.700 -3.774 3.478 0.011 -0.005 -0.023
H 3.438 -3.204 1.964 -0.016 -0.017 0.034
H 2.031 -4.279 1.909 0.023 0.012 0.016
H 0.651 -2.821 4.928 -0.026 0.000 -0.010
H -0.543 -3.435 3.754 0.014 0.020 0.015
H -0.732 -1.807 4.432 0.047 -0.044 -0.009
C -2.353 -4.494 -0.494 -0.006 -0.055 -0.071
Si -2.948 -2.670 -0.537 -0.482 -0.569 0.204
C -4.036 -2.580 -2.144 -0.077 0.007 -0.002
C -5.220 -3.550 -2.180 0.029 -0.012 -0.049
C -4.558 -1.154 -2.363 0.009 -0.020 -0.042
C -3.099 -2.918 -3.313 -0.047 -0.035 -0.005
C -4.000 -2.557 1.104 -0.122 -0.042 -0.054
C -2.985 -2.616 2.250 -0.020 -0.019 0.004
C -4.997 -3.704 1.310 0.046 0.001 0.047
C -4.766 -1.234 1.195 0.014 -0.021 0.031
H -3.177 -5.216 -0.481 0.028 0.018 -0.003
H -1.736 -4.682 0.391 -0.016 -0.005 -0.023
H -1.734 -4.723 -1.365 -0.016 -0.009 0.052
H -6.002 -3.255 -1.478 0.007 0.002 -0.004
H -4.920 -4.574 -1.941 -0.015 0.027 -0.003
H -5.672 -3.565 -3.181 0.001 0.003 0.030
H -5.230 -0.835 -1.563 0.004 -0.002 -0.012
H -5.115 -1.089 -3.308 0.033 0.002 0.021
H -3.739 -0.429 -2.421 -0.017 -0.031 0.019
H -2.712 -3.938 -3.244 -0.009 0.017 -0.008
H -2.244 -2.232 -3.364 -0.028 -0.019 0.017
H -3.637 -2.835 -4.267 0.026 0.018 0.016
H -2.456 -3.573 2.267 -0.029 0.019 0.000
H -3.487 -2.500 3.222 0.022 0.000 -0.018
H -2.228 -1.827 2.174 -0.014 -0.040 -0.012
H -4.509 -4.680 1.259 -0.014 0.028 0.015
H -5.793 -3.691 0.565 0.003 -0.006 0.016
H -5.471 -3.626 2.298 0.012 0.000 -0.033
H -4.135 -0.366 0.972 -0.011 -0.020 -0.005
H -5.181 -1.096 2.205 0.013 0.005 -0.019
H -5.607 -1.208 0.499 0.006 -0.004 0.004
C 3.992 -3.816 -4.281 -0.053 0.043 -0.054
C 2.991 -2.668 -4.181 0.078 0.019 -0.005
Sb 2.362 -2.093 -2.199 -0.130 -0.002 0.163
C 0.796 -3.572 -1.939 0.090 0.040 -0.100
C 0.910 -4.872 -2.731 -0.039 0.010 0.050
C 3.907 -3.059 -1.032 -0.018 -0.125 -0.077
C 3.828 -4.572 -0.836 0.084 0.074 0.039
H 4.297 -3.967 -5.320 0.009 0.002 0.004
H 3.566 -4.754 -3.928 -0.001 0.009 -0.009
H 4.896 -3.621 -3.702 -0.010 -0.001 0.001
H 2.072 -2.896 -4.724 0.027 0.025 -0.024
H 3.397 -1.761 -4.631 -0.004 -0.021 -0.039
H -0.135 -3.065 -2.216 -0.032 -0.077 0.045
H 0.736 -3.766 -0.863 -0.048 -0.010 -0.012
H 0.896 -4.686 -3.806 0.014 0.008 0.002
H 0.072 -5.536 -2.504 0.000 0.009 -0.019
H 1.827 -5.413 -2.498 -0.027 0.009 -0.008
H 3.867 -2.557 -0.067 0.036 0.066 0.067
H 4.857 -2.768 -1.488 0.002 -0.008 0.032
H 2.864 -4.877 -0.426 -0.003 0.011 -0.009
H 4.597 -4.911 -0.135 -0.012 0.006 -0.004
H 3.980 -5.113 -1.769 -0.005 0.015 0.017
C -0.523 2.600 -4.497 -0.304 0.371 0.010
Si -0.990 0.854 -4.063 -0.074 -0.287 0.121
C 0.280 -0.285 -4.853 0.075 -0.078 -0.014
C -2.630 0.559 -4.919 -0.213 -0.076 0.023
O -1.048 0.589 -2.465 0.014 0.004 -0.447
H -0.823 2.834 -5.524 0.047 0.002 0.066
H 0.541 2.757 -4.415 0.505 0.129 0.076
H -1.016 3.317 -3.831 0.007 -0.045 -0.072
H 0.288 -0.215 -5.945 -0.003 -0.004 0.060
H 0.085 -1.331 -4.585 -0.009 0.046 -0.048
H 1.280 -0.025 -4.489 0.004 -0.026 -0.030
H -2.577 0.922 -5.950 -0.011 -0.038 0.021
H -3.434 1.107 -4.416 0.025 -0.021 -0.055
H -2.919 -0.495 -4.945 0.011 0.072 0.015
```
Positions in Å, forces in eV/Å.